(1)
{"formula": "C11H14N7PtS3", "method": "the ωB97M-V functional and the def2-TZVPD basis", "orbital_gap_ha": [0.271, 0.259], "total_charge": 1, "multiplicity": 3, "species": ["C", "H", "H", "N", "C", "Pt", "C", "H", "H", "N", "N", "C", "N", "H", "H", "H", "S", "C", "S", "C", "N", "N", "C", "S", "C", "H", "H", "C", "H", "H", "C", "H", "N", "H", "H", "C"], "xyz": [[-1.861, 1.957, 1.970], [-0.087, -5.731, -0.460], [-1.467, -6.432, 0.403], [-3.333, -3.175, -0.625], [-2.306, -2.332, -0.645], [-0.340, 0.052, 0.245], [-3.536, 3.580, 1.467], [4.847, -0.229, 2.313], [-4.327, 4.249, 1.778], [0.706, -0.290, 3.126], [0.028, -2.614, -0.170], [-1.717, -4.411, -0.093], [-1.534, 1.857, 0.669], [5.191, -1.932, 2.698], [-0.352, -5.354, 1.252], [0.534, -3.107, 0.556], [-2.312, -0.678, -1.028], [-3.176, 3.489, 0.130], [1.981, -0.121, 0.744], [-2.174, 2.609, -0.230], [-1.256, -3.124, -0.318], [-2.996, -4.454, -0.279], [4.462, -1.244, 2.275], [2.999, -1.393, 3.324], [-0.848, -5.545, 0.299], [4.244, -1.534, 1.251], [-4.294, -2.942, -0.818], [-2.865, 2.809, 2.400], [-0.981, 1.421, 3.951], [-3.664, 4.089, -0.626], [-1.030, 1.181, 2.893], [0.534, -2.669, -1.049], [-0.260, 0.308, 2.384], [-1.863, 2.495, -1.260], [-3.106, 2.860, 3.454], [1.758, -0.571, 2.416]]}

***

(2)
{"formula": "C11H14NO", "method": "the ωB97M-V functional and the def2-TZVPD basis", "orbital_gap_ha": [0.215, 0.214], "total_charge": -1, "species": ["C", "C", "H", "C", "O", "H", "C", "H", "H", "H", "C", "C", "H", "H", "C", "H", "H", "N", "H", "C", "C", "H", "H", "C", "C", "H", "H"], "xyz": [[-1.665, -0.998, 0.648], [-1.233, 0.992, -0.510], [-4.535, 0.468, -0.846], [-2.975, -0.926, 0.227], [1.072, -2.619, -0.782], [1.973, 1.301, 1.598], [-0.772, -0.048, 0.296], [-1.399, -1.961, 1.097], [2.333, 2.800, -0.572], [0.820, -2.165, 1.145], [1.035, -1.141, 1.609], [1.953, 1.793, -0.653], [0.121, -1.042, -1.600], [1.207, 1.717, -1.379], [0.600, -0.111, 0.659], [2.713, -0.340, -1.123], [3.769, 0.853, -0.105], [1.045, -1.372, -1.135], [-2.776, 2.090, -1.364], [-2.603, 1.155, -0.846], [2.804, 0.599, -0.466], [0.594, -1.221, 2.604], [-0.631, 1.921, -0.667], [-3.469, 0.192, -0.539], [1.642, 0.926, 0.538], [-3.734, -1.646, 0.519], [2.112, -1.216, 1.648]]}

***

What are the max |F| values for these records? In order: 0.43, 4.29 eV/Å.
What are the total energy values for these records? In order: -2124.47536, -557.37252 hartree.
What are the ΔE to the lowest compared entry with this formula, charge and spin values for these records? In order: 33.10, 243.63 kJ/mol.